No. 1
42
Properties=species:S:1:pos:R:3 method="wB97M-V/def2-TZVPD" smiles=FC(F)(F)c1ccc([C@H](Oc2ccccc2C(F)(F)F)c2ccccc2)cc1
F 5.73190 1.79058 1.36709
C 5.52971 0.59136 2.01640
F 6.32819 -0.32651 1.39454
F 6.00828 0.74838 3.27705
C 4.09280 0.22092 1.92314
C 3.71267 -1.02693 1.47345
C 2.38088 -1.27168 1.08151
C 1.47191 -0.20483 0.97192
C 0.02953 -0.53085 0.40658
C -1.13941 0.25949 1.04907
C -2.16597 -0.40037 1.74432
C -3.31108 0.33634 2.06782
C -3.35966 1.72794 1.87899
C -2.22951 2.37895 1.35941
C -1.10584 1.63731 0.99351
C 1.78144 0.93122 1.76472
C 3.12454 1.19027 2.12876
H 4.43832 -1.81727 1.40152
H 2.09507 -2.30464 0.86975
H -0.07534 -1.68111 0.51058
H -2.11704 -1.47189 1.95078
H -4.19814 -0.18557 2.45923
H -4.25100 2.28886 2.16402
H -2.20662 3.45701 1.23186
H -0.22647 2.15492 0.62563
H 1.03054 1.64420 2.16884
H 3.40287 2.15268 2.56518
F -0.12570 0.64225 -4.94055
C -0.09639 0.41611 -3.60633
F 1.09833 -0.19209 -3.36234
F -0.03375 1.64146 -3.02311
C -1.21267 -0.39347 -3.10139
C -1.10665 -0.81571 -1.75174
O -0.03830 -0.31257 -1.06705
C -2.13302 -1.67614 -1.30756
C -3.20130 -2.07269 -2.14677
C -3.26655 -1.61362 -3.46587
C -2.25901 -0.78911 -3.93448
H -2.12530 -2.08768 -0.27991
H -3.96532 -2.73166 -1.73298
H -4.08311 -1.88002 -4.14743
H -2.22388 -0.42383 -4.97816

***

No. 2
49
Properties=species:S:1:pos:R:3 method="wB97M-V/def2-TZVPD" total_charge=-1 relative_energy_kj_mol=0.0
Pd -0.12086 0.14994 -0.35777
N 0.04552 0.22315 1.78121
C -0.75009 -0.74175 2.45991
C -1.60247 -0.34853 3.48053
C -2.43932 -1.26864 4.09096
C -2.41442 -2.59010 3.67620
C -1.54850 -2.97480 2.66382
C -0.69133 -2.07208 2.03588
C 0.22188 -2.53921 0.95326
C 0.77199 -3.81847 1.11938
C 1.54384 -4.40822 0.13901
C 1.76982 -3.71155 -1.04109
C 1.25910 -2.43341 -1.20025
C 0.49993 -1.79281 -0.21263
H -0.12337 1.17993 2.06442
H 1.03731 -0.00067 1.79425
H -1.61698 0.68985 3.78613
H -3.11115 -0.94756 4.87675
H -3.07645 -3.31925 4.12597
H -1.55787 -4.00047 2.31839
H 0.59632 -4.35021 2.04794
H 1.96117 -5.39597 0.29417
H 2.35635 -4.15504 -1.83777
H 1.46099 -1.91378 -2.12274
S 0.25107 0.29564 -2.62004
C 1.98693 0.48802 -2.66184
C 2.61554 0.58746 -3.92267
C 3.97839 0.74165 -3.99208
C 4.72090 0.79108 -2.81107
C 4.02614 0.68312 -1.62361
N 2.70251 0.53951 -1.53292
H 2.00642 0.53857 -4.81533
H 4.46920 0.81965 -4.95544
H 5.79618 0.90813 -2.81425
H 4.55888 0.71476 -0.67713
F -1.20481 4.72101 1.02505
C -1.54592 4.37560 -0.23249
F -0.53225 4.72040 -1.02149
F -2.59848 5.14968 -0.57344
C -1.83681 2.83559 -0.32077
O -0.67287 2.20091 -0.26947
C -2.62953 2.56587 -1.64463
F -2.67216 1.26473 -1.92630
F -3.91474 2.99375 -1.58492
F -2.05677 3.19497 -2.67933
C -2.76845 2.45259 0.88198
F -3.30640 1.23685 0.71161
F -2.06131 2.40686 2.02845
F -3.78310 3.31323 1.09620

***

HOMO energy (hartree)
-0.332, -0.161